Entry from OMol25: a cluster of 3 separate species, CH2BrNO4 in total at a distorted geometry (ωB97M-V with the def2-TZVPD basis set).

Calculated values
HOMO-LUMO gap, eV: 10.45
ΔE to the lowest compared entry with this formula, charge and spin, eV: 0.056
SMILES: O=C=O.O=NO.Br

Atoms and positions in Å:
O: -0.5936 -0.6975 -2.9049
C: -0.0397 0.1205 -2.3379
O: 0.5269 0.9338 -1.7610
O: -0.7910 0.2972 1.5292
N: -0.2620 1.1621 0.9019
O: 1.1038 1.1379 0.9761
H: 1.4314 1.8184 0.3675
Br: -0.5881 -3.0698 1.4791
H: -0.7878 -1.7026 1.7500